{
  "formula": "C5H9N",
  "method": "ωB97M-V with the def2-TZVPD basis set",
  "elements": ["H", "C", "H", "C", "H", "C", "C", "H", "C", "N", "H", "H", "H", "H", "H"],
  "coordinates": [[-3.9399, -0.6596, 0.0522], [-2.8514, -0.6812, 0.1067], [1.9260, 0.3029, 2.3226], [1.7551, 0.8894, 0.3189], [1.2775, -0.9665, 1.1776], [1.3703, 0.5943, -1.0929], [-2.3494, 0.6626, 0.1782], [0.3605, 0.9642, -1.2752], [1.6459, 0.0363, 1.3192], [-1.9674, 1.7375, 0.2345], [-2.4518, -1.1693, -0.7814], [1.3894, -0.4758, -1.2886], [2.0402, 1.0975, -1.7868], [2.1208, 1.8904, 0.5007], [-2.5451, -1.2348, 0.9925]],
  "lowdin_charge": [0.085, -0.073, 0.044, -0.251, 0.049, -0.119, -0.301, 0.053, -0.027, 0.144, 0.084, 0.070, 0.067, 0.091, 0.085],
  "orbital_gap_ev": 10.252,
  "lumo_ev": 0.76,
  "e_homo_ev": -9.489,
  "smiles": "C=CC.CC#N"
}

{
  "formula": "ClH6N3P",
  "method": "ωB97M-V with the def2-TZVPD basis set",
  "elements": ["H", "H", "N", "P", "Cl", "H", "H", "N", "N", "H", "H"],
  "coordinates": [[-0.2036, 0.7395, -1.8821], [-0.0905, 2.1364, -0.8261], [-0.4775, 0.2130, 1.5549], [0.1930, -0.0071, 0.1284], [2.6144, 0.1262, 0.0633], [-0.2162, -0.3434, 2.4222], [-1.0108, -1.8048, -0.5126], [-0.0062, -1.4605, -0.5864], [-0.4057, 1.1878, -0.9153], [0.4441, -1.8904, -1.3083], [-0.8410, 1.1033, 1.8621]],
  "lowdin_charge": [0.118, 0.064, -0.053, 0.508, 0.090, 0.143, 0.133, -0.065, -0.075, 0.040, 0.097],
  "orbital_gap_ev": 10.239,
  "lumo_ev": -5.06,
  "e_homo_ev": -15.303,
  "total_charge": 1,
  "smiles": "NP(N)(=[NH2+])Cl"
}

{
  "formula": "C5H14N2O",
  "method": "ωB97M-V with the def2-TZVPD basis set",
  "elements": ["C", "H", "H", "H", "H", "C", "H", "O", "C", "N", "H", "C", "H", "H", "H", "C", "H", "H", "H", "H", "H", "N"],
  "coordinates": [[2.0237, -0.9243, 0.1931], [-2.5992, -0.2481, 1.5993], [2.3817, 1.6818, -0.8635], [2.6369, 1.5244, 0.8992], [-1.5666, -1.6876, 0.6516], [0.0429, 0.1551, -0.6917], [-0.8705, 0.1207, 2.0366], [-1.7367, -2.2667, -0.1347], [1.8950, 1.5046, 0.0965], [1.1593, 0.2606, 0.2513], [-1.4260, 1.5791, -0.0567], [-1.3942, 0.4792, -0.0379], [0.1121, 0.8492, -1.5243], [1.2209, 2.3581, 0.2341], [2.5852, -0.9748, -0.7456], [-1.5778, -0.1275, 1.2511], [-2.4422, -1.0541, -0.7563], [2.7083, -0.9020, 1.0395], [1.3600, -1.7836, 0.2757], [-2.0370, 0.3481, -1.8976], [-0.0965, -0.9193, -0.8207], [-2.3796, 0.0272, -0.9992]],
  "lowdin_charge": [-0.077, 0.109, 0.081, 0.084, -0.083, -0.139, 0.102, -0.273, -0.109, -0.274, 0.173, -0.457, 0.119, 0.083, 0.089, 0.155, 0.055, 0.083, 0.084, 0.072, 0.094, 0.029],
  "orbital_gap_ev": 6.380,
  "lumo_ev": -2.26,
  "e_homo_ev": -8.637
}

{
  "formula": "C3H7N2O",
  "method": "ωB97M-V with the def2-TZVPD basis set",
  "elements": ["N", "H", "O", "H", "H", "C", "H", "H", "C", "N", "C", "H", "H"],
  "coordinates": [[2.7834, -0.7164, 0.2008], [-1.9203, 0.1493, -0.0130], [3.4214, 0.1932, 0.2427], [-1.1321, 1.5832, -1.4552], [-1.3458, -2.3023, 1.1097], [-0.0216, 0.3183, -0.2832], [0.2701, 0.9960, -2.1405], [0.2265, -1.5582, 1.2701], [-0.8106, -1.3299, 1.1898], [-1.0335, -0.3343, 0.1522], [-0.1117, 1.4176, -1.2486], [-0.9537, -0.7602, 2.1185], [0.6280, 2.3437, -1.1434]],
  "lowdin_charge": [0.152, 0.180, 0.104, 0.074, 0.120, 0.004, 0.080, 0.062, -0.027, 0.013, -0.035, 0.111, 0.161],
  "orbital_gap_ev": [10.703, 6.073],
  "lumo_ev": [-4.40, -6.53],
  "e_homo_ev": [-15.101, -12.607],
  "total_charge": 1
}

{
  "formula": "ClFH2NOP",
  "method": "ωB97M-V with the def2-TZVPD basis set",
  "elements": ["F", "H", "N", "Cl", "H", "O", "P"],
  "coordinates": [[0.8623, 1.9129, 2.2640], [0.1282, -0.5151, 1.2230], [0.2600, -0.0709, -0.8646], [-1.7867, 2.5255, 2.6188], [1.1995, 0.3288, -0.7645], [-0.4702, 0.0254, 1.8811], [-0.4661, 1.5470, 1.4120]],
  "lowdin_charge": [-0.343, 0.071, 0.101, 0.241, -0.073, -0.369, 0.373],
  "orbital_gap_ev": [8.048, 7.981],
  "lumo_ev": [-2.13, -2.20],
  "e_homo_ev": [-10.180, -10.183]
}

{
  "formula": "C2H2AlFO2",
  "method": "ωB97M-V with the def2-TZVPD basis set",
  "elements": ["C", "H", "Al", "F", "H", "O", "C", "O"],
  "coordinates": [[0.0081, 0.1018, 1.1135], [0.6204, -0.1400, 2.0248], [-0.2121, 0.9020, -1.2050], [-0.2369, 1.8782, -2.5035], [-0.1600, -2.0480, 0.7143], [0.0494, 1.2526, 0.5711], [0.0104, -1.0547, 0.2763], [-0.0793, -0.8920, -0.9915]],
  "lowdin_charge": [-0.107, 0.183, 0.741, -0.058, 0.172, 0.074, -0.078, 0.074],
  "orbital_gap_ev": [9.534, 10.280],
  "lumo_ev": [-5.64, -7.58],
  "spin_multiplicity": 2,
  "e_homo_ev": [-15.177, -17.862],
  "total_charge": 1,
  "s_squared": 0.753
}

{
  "formula": "C3H5NO3",
  "method": "ωB97M-V with the def2-TZVPD basis set",
  "elements": ["H", "H", "C", "C", "O", "O", "C", "H", "O", "H", "H", "N"],
  "coordinates": [[-1.7802, -0.0220, 1.5027], [-0.5416, -1.6634, -0.9068], [2.3026, 0.9036, 1.5149], [-1.4770, 0.5459, -0.2059], [-1.1354, -0.3344, 0.9399], [2.3380, 0.0878, 0.7014], [-0.7351, 0.5066, -1.3031], [-2.1849, 1.2907, -0.1717], [2.2197, 1.6905, 2.3276], [0.8997, -0.9054, -0.7737], [0.0723, -1.1923, -2.2993], [0.0220, -0.9074, -1.3260]],
  "lowdin_charge": [0.017, 0.123, -0.426, -0.265, -0.080, 0.192, -0.138, 0.042, 0.245, 0.105, 0.115, 0.070],
  "orbital_gap_ev": 8.082,
  "lumo_ev": 0.38,
  "e_homo_ev": -7.699
}

{
  "formula": "C28H76As2F12N5O5",
  "method": "ωB97M-V with the def2-TZVPD basis set",
  "elements": ["C", "F", "H", "H", "C", "F", "H", "H", "H", "H", "H", "H", "N", "H", "C", "F", "N", "H", "O", "As", "H", "F", "H", "C", "C", "H", "C", "H", "H", "H", "H", "H", "N", "C", "O", "H", "H", "H", "H", "C", "C", "H", "H", "H", "C", "C", "C", "H", "H", "H", "H", "H", "H", "H", "C", "H", "H", "H", "N", "H", "H", "C", "H", "C", "H", "H", "H", "H", "F", "F", "H", "H", "As", "F", "F", "C", "H", "H", "H", "H", "H", "H", "C", "H", "H", "C", "H", "H", "O", "H", "H", "H", "F", "H", "F", "C", "C", "H", "H", "H", "F", "H", "H", "H", "N", "H", "O", "F", "C", "H", "C", "O", "H", "H", "C", "H", "H", "H", "H", "C", "C", "C", "C", "H", "H", "C", "H", "H"],
  "coordinates": [[3.3118, 4.5169, 0.1214], [1.2540, 0.0108, 2.0457], [-5.4414, 3.3828, 2.6754], [1.5646, -4.3084, -7.5186], [0.8564, -3.6083, -7.0739], [-0.6713, 0.1118, 0.5115], [0.2031, -4.2809, -6.5176], [-2.5169, 2.8535, 0.5791], [-0.3793, -6.2263, -3.5623], [-6.1575, 3.2422, -1.2074], [-1.6959, 5.2205, 1.3302], [-3.4943, 1.7877, -2.4822], [0.6677, -1.7929, -5.2806], [0.6722, -3.2407, -3.6964], [3.8534, 3.9382, 1.4047], [1.1836, 1.7310, 0.3574], [-1.9141, 0.4697, 4.3957], [0.7987, 2.5595, 4.5962], [2.4447, 5.5834, 0.4663], [1.0566, -0.0430, 0.3396], [-0.4876, -1.1364, -2.8099], [3.9175, -3.9944, 3.1041], [2.8782, 3.1134, 3.1276], [2.8221, -4.9681, -0.1618], [-3.8500, 1.4374, -1.5125], [1.0220, 0.7686, 4.5022], [2.5756, -1.1913, -3.6653], [-4.7686, 1.0689, 2.4372], [-3.0381, 1.7064, 5.6192], [-4.8114, 3.6431, 4.4025], [2.2448, -2.0152, -3.0263], [-3.0322, -1.1311, 6.7341], [-5.1776, 3.5161, -1.3262], [-1.1105, -0.7992, 4.4730], [-3.6052, 2.5339, 3.1600], [2.1966, -3.2402, -5.5006], [-4.6971, 1.0832, 4.2192], [0.8387, -0.0503, -4.1022], [4.8008, -2.6602, -3.0250], [-4.2261, 2.5863, -0.6055], [2.0106, 6.3133, -0.6739], [-1.8268, -1.5400, -3.8605], [0.3400, -3.1116, -7.8913], [2.0285, 2.8551, 1.7077], [1.5855, -2.6302, -6.1574], [-1.1005, -5.9002, -2.8106], [-0.9984, 1.6086, 4.0608], [-4.2544, 0.1033, 6.9110], [1.2546, -3.5771, -0.9659], [-4.6968, 2.2136, 0.3016], [-2.3909, 0.2354, 2.3771], [-0.8771, 1.5927, 2.9712], [2.8413, -0.2986, -3.0937], [0.7198, -3.4217, 1.2082], [4.6564, 2.6907, 1.1280], [1.4199, -5.8062, -2.1811], [4.0350, 1.9547, 0.6054], [3.1718, -4.5847, 0.7904], [0.5384, -4.3329, 0.7507], [5.0714, -0.8741, -3.0971], [4.1236, 4.8262, -0.5435], [-0.9690, -1.9604, -3.3322], [-1.3388, -2.7014, -2.6278], [-4.5840, 3.5449, 3.3404], [2.7304, 3.7455, -0.4079], [-5.1554, 4.4473, -0.8779], [2.8398, 6.7879, -1.1967], [-1.9565, -5.3861, -3.2394], [0.9635, -1.7682, 0.4131], [2.6423, -0.9359, 4.1229], [4.3017, 4.7034, 2.0362], [-0.4256, -4.3605, 0.4038], [3.2255, -2.4907, 3.6042], [0.8857, -0.0235, -1.3924], [1.6120, -3.0073, 3.0953], [-0.0284, -2.6673, -4.2997], [-1.9052, 5.8621, -0.3025], [2.9088, -6.0556, -0.1676], [0.4849, -6.4720, -0.8478], [-0.9248, -0.4279, -5.5425], [4.9895, 2.0806, 1.9704], [5.6735, -1.9116, -4.3733], [-2.9464, 0.2561, 3.3154], [-1.4982, -6.7664, -2.2720], [-0.9673, -1.9326, -6.5669], [-2.5684, 0.7311, 5.7345], [-0.4795, -0.7876, 5.3535], [-4.2301, 4.5205, 3.0024], [3.6634, -1.6499, -4.4389], [-3.3340, -0.7503, 3.4598], [2.0333, -0.1809, -5.4354], [-0.4986, -0.8438, 3.5700], [2.8999, -3.1058, 5.1655], [-1.7738, 0.8160, 6.4718], [4.8038, -2.0015, 4.0568], [4.8550, -1.7792, -3.6690], [1.5092, -0.7131, -4.6455], [5.5109, 2.9271, 0.4982], [-0.6356, -3.3775, -4.8527], [0.1662, 1.5285, 5.8304], [3.4573, -1.9124, 1.9760], [-4.1538, -0.7509, 5.4010], [1.3083, 7.0647, -0.3176], [-1.5423, 2.5430, 4.1536], [2.6385, 3.5125, 2.2134], [-2.9026, 6.4388, 1.0295], [-0.4667, -4.9958, -1.9022], [2.7498, 0.0305, 0.0668], [1.4132, -4.5463, -0.4914], [-1.7631, -1.6661, 4.4505], [0.7204, -5.5363, -1.3791], [-3.4702, 4.6316, 0.3412], [-2.3124, 3.5689, -1.0475], [1.4361, 5.6561, -1.3394], [-3.0174, 3.4191, -0.2205], [-3.0650, 0.8225, -1.0697], [0.1551, -0.6385, -6.9483], [-4.9306, 3.6358, -2.3097], [3.4806, -4.5869, -0.9425], [-0.3683, -1.1398, -6.1357], [-3.5497, -0.3339, 6.2047], [0.3432, 1.5809, 4.7512], [-4.1166, 1.2228, 3.3032], [0.5813, -5.0989, 1.4264], [2.0931, 4.3213, 2.5304], [-2.4433, 5.5503, 0.5986], [2.2070, -1.9480, -6.7271], [-4.7015, 0.7660, -1.6376]],
  "lowdin_charge": [-0.199, -0.230, 0.094, 0.101, -0.049, -0.260, 0.079, 0.136, 0.097, 0.186, 0.096, 0.096, -0.266, 0.118, -0.288, -0.290, -0.251, 0.079, -0.194, 0.746, 0.054, -0.248, 0.170, 0.005, -0.025, 0.058, -0.201, 0.129, 0.126, 0.105, 0.121, 0.094, 0.242, 0.033, -0.225, 0.130, 0.126, 0.122, 0.089, -0.306, -0.080, 0.079, 0.085, 0.121, -0.142, -0.066, -0.178, 0.101, 0.127, 0.142, 0.122, 0.116, 0.129, 0.106, -0.019, 0.145, 0.070, 0.076, 0.223, 0.095, 0.149, -0.044, 0.078, -0.069, 0.130, 0.170, 0.100, 0.091, -0.228, -0.268, 0.165, 0.155, 0.690, -0.245, -0.290, -0.178, 0.098, 0.103, 0.150, 0.103, 0.105, 0.099, -0.085, 0.102, 0.108, -0.146, 0.123, 0.086, -0.204, 0.128, 0.150, 0.099, -0.227, 0.133, -0.230, -0.060, -0.075, 0.104, 0.120, 0.091, -0.270, 0.075, 0.092, 0.122, 0.217, 0.105, -0.220, -0.223, -0.311, 0.113, -0.220, -0.205, 0.147, 0.089, -0.185, 0.090, 0.125, 0.180, 0.094, 0.025, -0.040, -0.049, -0.185, 0.177, 0.163, -0.084, 0.140, 0.098],
  "orbital_gap_ev": 9.508,
  "lumo_ev": -6.59,
  "e_homo_ev": -16.096,
  "total_charge": 3
}

{
  "formula": "C3H3O2Sn",
  "method": "ωB97M-V with the def2-TZVPD basis set",
  "elements": ["H", "C", "Sn", "O", "H", "H", "O", "C", "C"],
  "coordinates": [[2.3883, -0.8908, -0.6499], [1.8212, 0.8965, 0.2664], [-2.6256, -0.1899, 0.1505], [-1.5271, 1.3335, 0.6998], [3.7278, 0.4141, -0.4495], [2.1233, 1.8079, 0.7919], [0.4849, 0.6596, 0.2768], [2.6715, 0.1481, -0.4384], [-0.3388, 1.6951, 0.7667]],
  "lowdin_charge": [0.055, -0.281, 0.226, -0.642, 0.033, 0.097, -0.186, -0.017, -0.285],
  "orbital_gap_ev": [5.158, 5.157],
  "lumo_ev": [3.80, 3.80],
  "e_homo_ev": [-1.358, -1.356],
  "total_charge": -1
}